1.
Molecular formula: C2H6O3
Method: DFT, ωB97M-V/def2-TZVPD

Properties
- F_max (eV Å⁻¹) = 3.12
- energy above the lowest of the compared OMol25 structures with the same formula, charge and spin (eV) = 5.551
- Kohn-Sham gap (spin up / spin down) (eV) = 9.3 / 9.3
- LUMO level (spin up / spin down) (hartree) = 0.001 / 0.001
- highest occupied orbital energy (spin up / spin down) (eV) = -9.24 / -9.24

XYZ file:
```
11
C2H6O3, DFT ωB97M-V/def2-TZVPD
C 0.167 1.612 0.968
C -0.772 0.653 0.294
O -0.755 -1.089 -1.799
O -2.222 -1.000 0.248
O -1.417 -0.221 0.943
H 1.129 1.109 1.063
H 0.400 2.562 0.443
H -0.206 1.784 2.028
H -0.804 0.575 -0.767
H -0.559 -1.996 -2.191
H -1.606 -1.311 -1.326
```

Electronic structure analysis, natural (NBO) charges in units of e: -0.716, 0.362, -0.999, -0.505, -0.079, 0.255, 0.250, 0.245, 0.219, 0.471, 0.498


2.
Molecular formula: C2H6O3S
Method: DFT, ωB97M-V/def2-TZVPD

Properties
- F_max (eV Å⁻¹) = 3.27
- energy above the lowest of the compared OMol25 structures with the same formula, charge and spin (eV) = 4.679
- Kohn-Sham gap (eV) = 10.4
- LUMO level (hartree) = 0.024
- highest occupied orbital energy (eV) = -9.74

XYZ file:
```
12
C2H6O3S, DFT ωB97M-V/def2-TZVPD
C -0.951 -1.164 0.117
C -0.054 -0.047 -0.174
O 1.991 -1.773 0.016
O 2.973 1.641 0.155
O 2.444 0.616 -0.654
S 1.614 -0.480 0.510
H -0.344 -1.905 -0.437
H -1.133 -1.490 1.208
H -1.922 -1.221 -0.535
H -0.171 0.918 0.163
H -0.064 0.096 -1.218
H 3.790 1.706 -0.272
```

Electronic structure analysis, natural (NBO) charges in units of e: -0.655, -0.611, -0.911, -0.452, -0.459, 1.474, 0.240, 0.223, 0.233, 0.217, 0.237, 0.464


3.
Molecular formula: C2H6O3S2
Method: DFT, ωB97M-V/def2-TZVPD

Properties
- F_max (eV Å⁻¹) = 7.33
- energy above the lowest of the compared OMol25 structures with the same formula, charge and spin (eV) = 2.682
- Kohn-Sham gap (eV) = 9.5
- LUMO level (hartree) = -0.007
- highest occupied orbital energy (eV) = -9.68

XYZ file:
```
13
C2H6O3S2, DFT ωB97M-V/def2-TZVPD
C -2.020 0.379 -0.818
C 2.143 -0.307 0.880
O -0.773 -1.674 0.229
O 0.449 2.117 1.089
O 0.678 1.139 -1.051
S -1.247 -0.413 0.664
S 0.527 0.890 0.365
H -2.601 1.307 -0.511
H -2.912 -0.232 -1.098
H -1.095 0.468 -1.573
H 1.584 -1.245 1.300
H 2.462 -0.503 -0.035
H 2.652 0.259 1.649
```

Electronic structure analysis, natural (NBO) charges in units of e: -0.895, -0.687, -0.949, -0.929, -0.947, 1.125, 1.775, 0.250, 0.252, 0.307, 0.239, 0.218, 0.241


4.
Molecular formula: C2H6O3Si
Method: DFT, ωB97M-V/def2-TZVPD

Properties
- F_max (eV Å⁻¹) = 2.85
- energy above the lowest of the compared OMol25 structures with the same formula, charge and spin (eV) = 2.581
- Kohn-Sham gap (eV) = 10.0
- LUMO level (hartree) = -0.007
- highest occupied orbital energy (eV) = -10.23

XYZ file:
```
12
C2H6O3Si, DFT ωB97M-V/def2-TZVPD
C -2.104 -0.746 0.130
C 1.031 1.243 0.331
O -1.059 -1.317 0.313
O -2.200 0.426 -0.518
O -0.026 1.720 0.006
Si 1.548 -0.484 -0.270
H 1.716 1.832 0.991
H -1.187 0.868 -0.490
H -3.197 -1.125 0.468
H 1.392 -0.434 -1.736
H 1.027 -1.642 0.675
H 3.058 -0.343 0.101
```

Electronic structure analysis, natural (NBO) charges in units of e: 0.673, 0.124, -0.650, -0.713, -0.544, 0.716, 0.137, 0.503, 0.118, -0.125, -0.060, -0.180


5.
Molecular formula: C2H6O4
Method: DFT, ωB97M-V/def2-TZVPD

Properties
- F_max (eV Å⁻¹) = 4.09
- energy above the lowest of the compared OMol25 structures with the same formula, charge and spin (eV) = 8.335
- Kohn-Sham gap (spin up / spin down) (eV) = 8.3 / 8.9
- LUMO level (spin up / spin down) (hartree) = -0.033 / -0.025
- highest occupied orbital energy (spin up / spin down) (eV) = -9.24 / -9.56

XYZ file:
```
12
C2H6O4, DFT ωB97M-V/def2-TZVPD
C 0.302 0.372 0.258
C -1.048 -0.124 0.663
O 0.633 0.529 -1.019
O 1.384 -1.034 0.027
O -0.244 2.032 -0.772
O 0.670 -2.182 -0.345
H 0.516 2.624 -0.880
H 1.007 -2.364 -1.237
H 0.902 0.887 1.011
H -1.610 0.702 1.097
H -1.578 -0.520 -0.199
H -0.933 -0.922 1.396
```

Electronic structure analysis, natural (NBO) charges in units of e: 0.449, -0.693, -0.266, -0.294, -0.578, -0.452, 0.464, 0.463, 0.179, 0.240, 0.241, 0.248


6.
Molecular formula: C2H6OS
Method: DFT, ωB97M-V/def2-TZVPD

Properties
- F_max (eV Å⁻¹) = 3.95
- energy above the lowest of the compared OMol25 structures with the same formula, charge and spin (eV) = 3.864
- Kohn-Sham gap (spin up / spin down) (eV) = 7.9 / 7.9
- LUMO level (spin up / spin down) (hartree) = 0.020 / 0.022
- highest occupied orbital energy (spin up / spin down) (eV) = -7.35 / -7.28

XYZ file:
```
10
C2H6OS, DFT ωB97M-V/def2-TZVPD
C 0.430 0.845 -1.389
C -1.075 -0.155 1.495
O 0.666 -0.356 -1.940
S 0.083 -1.089 2.424
H 1.045 1.452 -0.636
H -0.371 1.383 -1.891
H -1.211 -0.389 0.499
H -1.550 0.719 1.968
H 1.677 -0.588 -1.844
H 0.304 -1.823 1.313
```

Electronic structure analysis, natural (NBO) charges in units of e: -0.107, -0.576, -0.679, 0.049, 0.164, 0.146, 0.193, 0.197, 0.483, 0.130


7.
Molecular formula: C2H6OS
Method: DFT, ωB97M-V/def2-TZVPD

Properties
- F_max (eV Å⁻¹) = 5.59
- energy above the lowest of the compared OMol25 structures with the same formula, charge and spin (eV) = 0.599
- Kohn-Sham gap (eV) = 10.0
- LUMO level (hartree) = 0.029
- highest occupied orbital energy (eV) = -9.17

XYZ file:
```
10
C2H6OS, DFT ωB97M-V/def2-TZVPD
O 0.608 -0.468 2.370
S -0.689 0.708 -1.054
C -0.079 -0.299 1.065
C -0.137 1.055 0.648
H 0.659 -1.424 2.599
H -1.604 -0.160 -0.738
H -1.125 -0.652 1.123
H 0.411 -1.010 0.434
H 0.861 1.596 0.648
H -0.890 1.731 1.085
```

Electronic structure analysis, natural (NBO) charges in units of e: -0.747, -0.026, -0.099, -0.524, 0.468, 0.103, 0.161, 0.188, 0.242, 0.232


8.
Molecular formula: C2H6OS2
Method: DFT, ωB97M-V/def2-TZVPD

Properties
- F_max (eV Å⁻¹) = 1.77
- energy above the lowest of the compared OMol25 structures with the same formula, charge and spin (eV) = 0.731
- Kohn-Sham gap (eV) = 9.4
- LUMO level (hartree) = 0.010
- highest occupied orbital energy (eV) = -9.08

XYZ file:
```
11
C2H6OS2, DFT ωB97M-V/def2-TZVPD
S 1.409 -0.111 1.406
S 0.712 -1.007 3.156
H 2.645 0.267 1.769
H 1.613 -1.960 3.248
C -0.320 -0.162 -2.015
C -1.198 0.368 -1.188
O -1.398 1.736 -1.068
H -0.293 -1.244 -1.972
H 0.295 0.349 -2.737
H -1.787 -0.142 -0.436
H -1.678 1.904 -0.163
```

Electronic structure analysis, natural (NBO) charges in units of e: -0.128, -0.123, 0.128, 0.123, -0.503, 0.138, -0.698, 0.208, 0.216, 0.165, 0.475


9.
Molecular formula: C2H6OS2
Method: DFT, ωB97M-V/def2-TZVPD

Properties
- F_max (eV Å⁻¹) = 3.44
- energy above the lowest of the compared OMol25 structures with the same formula, charge and spin (eV) = 0.909
- Kohn-Sham gap (eV) = 10.2
- LUMO level (hartree) = 0.025
- highest occupied orbital energy (eV) = -9.49

XYZ file:
```
11
C2H6OS2, DFT ωB97M-V/def2-TZVPD
C -1.195 -0.883 1.419
C 0.974 0.072 -0.184
O 0.635 1.122 0.192
S 2.406 -0.192 -1.187
S 0.006 -1.357 0.201
H -1.326 -1.572 2.286
H -0.678 0.982 -1.902
H -1.143 0.242 1.673
H -0.223 1.514 -2.232
H -2.222 -0.943 0.940
H 2.765 1.013 -1.206
```

Electronic structure analysis, natural (NBO) charges in units of e: -0.804, 0.241, -0.566, 0.029, 0.229, 0.246, -0.008, 0.269, 0.004, 0.231, 0.129


10.
Molecular formula: C2H6OS3
Method: DFT, ωB97M-V/def2-TZVPD

Properties
- F_max (eV Å⁻¹) = 2.83
- energy above the lowest of the compared OMol25 structures with the same formula, charge and spin (eV) = 1.625
- Kohn-Sham gap (spin up / spin down) (eV) = 6.3 / 7.6
- LUMO level (spin up / spin down) (hartree) = -0.051 / -0.037
- highest occupied orbital energy (spin up / spin down) (eV) = -7.71 / -8.66

XYZ file:
```
12
C2H6OS3, DFT ωB97M-V/def2-TZVPD
C -1.732 -0.222 0.894
C 2.044 0.935 -0.819
O 0.818 -1.118 0.508
S -1.237 -1.846 0.334
S -2.290 -2.085 -1.278
S 1.386 0.288 0.708
H -0.940 0.305 1.353
H -2.496 -0.293 1.659
H -2.242 0.459 0.100
H 1.305 1.520 -1.383
H 2.629 0.294 -1.557
H 2.755 1.762 -0.519
```

Electronic structure analysis, natural (NBO) charges in units of e: -0.813, -0.866, -0.823, 0.534, -0.277, 0.807, 0.222, 0.236, 0.249, 0.233, 0.253, 0.243


11.
Molecular formula: C2H6P2S4
Method: DFT, ωB97M-V/def2-TZVPD

Properties
- F_max (eV Å⁻¹) = 3.55
- energy above the lowest of the compared OMol25 structures with the same formula, charge and spin (eV) = 0.053
- Kohn-Sham gap (eV) = 6.7
- LUMO level (hartree) = -0.084
- highest occupied orbital energy (eV) = -9.02

XYZ file:
```
14
C2H6P2S4, DFT ωB97M-V/def2-TZVPD
C 1.650 -1.803 -0.971
C -1.259 1.821 1.006
P 1.302 -0.218 -0.206
P -1.621 0.184 0.197
S 2.868 0.893 0.433
S -3.352 -0.138 -0.587
S -0.771 -1.441 1.073
S -0.107 0.545 -1.482
H 2.065 -1.518 -1.890
H 2.354 -2.392 -0.457
H 0.803 -2.357 -0.690
H -2.238 1.867 1.590
H -0.457 1.883 1.679
H -1.238 2.674 0.306
```

Electronic structure analysis, natural (NBO) charges in units of e: -1.001, -0.967, 0.967, 0.961, -0.349, -0.452, -0.389, -0.342, 0.262, 0.254, 0.282, 0.250, 0.255, 0.267


12.
Molecular formula: C2H6S
Method: DFT, ωB97M-V/def2-TZVPD

Properties
- F_max (eV Å⁻¹) = 4.70
- energy above the lowest of the compared OMol25 structures with the same formula, charge and spin (eV) = 1.333
- Kohn-Sham gap (eV) = 9.5
- LUMO level (hartree) = 0.022
- highest occupied orbital energy (eV) = -8.94

XYZ file:
```
9
C2H6S, DFT ωB97M-V/def2-TZVPD
C -0.412 -0.005 0.777
C 0.698 -0.265 -0.226
S 0.445 0.609 -1.834
H -0.128 0.014 1.839
H -1.232 -0.680 0.504
H -0.701 1.057 0.657
H 1.664 0.023 0.166
H 0.786 -1.279 -0.603
H -1.120 0.525 -1.280
```

Electronic structure analysis, natural (NBO) charges in units of e: -0.642, -0.507, -0.077, 0.229, 0.218, 0.219, 0.213, 0.212, 0.136


Number 1: E_tot -305.348554 a.u.. Number 2: E_tot -703.540968 a.u.. Number 3: E_tot -1101.778111 a.u.. Number 4: E_tot -594.947372 a.u.. Number 5: E_tot -380.469124 a.u.. Number 6: E_tot -553.061435 a.u.. Number 7: E_tot -553.181417 a.u.. Number 8: E_tot -951.365201 a.u.. Number 9: E_tot -951.358669 a.u.. Number 10: E_tot -1349.500000 a.u.. Number 11: E_tot -2355.282579 a.u.. Number 12: E_tot -477.927155 a.u..